(1)
ORCA calculation (wB97M-V/def2-TZVPD) on C21H33Br2ClFN3O3PS2 as an isolated structure at a distorted geometry.

```
67
Properties=species:S:1:pos:R:3:nbo_charge:R:1
C -1.8259 2.1938 -3.3771 -0.037
C -1.7990 1.2387 -2.6519 -0.176
C -2.0118 0.2560 -1.5984 0.133
Cl -3.6417 -0.3875 -1.8394 0.063
C -1.5686 0.6004 -0.1649 -0.320
C -2.6232 1.5300 0.4522 -0.429
C -2.4116 2.9985 -0.0041 -0.440
C -1.0527 3.5569 0.4037 0.032
F -0.1347 3.4034 -0.6450 -0.386
C -1.0930 -0.6598 0.6879 0.154
C -2.1530 -1.3340 1.5647 -0.469
C -2.3919 -0.8610 3.0283 -0.416
C -1.7963 0.4896 3.5030 -0.445
C -0.8870 0.4108 4.7473 -0.524
S -0.1521 2.0292 5.1078 0.290
C 1.2162 2.1052 4.0379 0.257
N 1.2183 2.5717 2.8176 -0.320
N 2.4679 2.4309 2.3149 -0.304
C 3.1880 1.8879 3.2557 0.321
O 2.4605 1.6818 4.3465 -0.388
C 0.3530 -0.3490 1.1733 -0.599
C 1.0216 -1.1035 2.3292 0.532
O 2.0031 -0.6283 2.7969 -0.514
Br 0.4663 -2.7951 3.1166 0.022
C -0.8960 -1.7208 -0.5277 -0.411
P 0.2767 -3.1157 -0.3141 0.791
C 2.0421 -2.7383 -0.6997 -0.928
C -0.3005 -4.6601 -1.1282 -0.914
N -1.0099 -1.0363 -1.9073 -0.530
S 0.4489 -0.4097 -2.6876 0.263
Br -1.9872 -2.1713 -3.0715 0.390
H -1.7493 2.9000 -4.1741 0.262
H -0.6187 1.1160 -0.3411 0.251
H -2.6169 1.5614 1.5360 0.243
H -3.6437 1.2783 0.1590 0.232
H -2.6412 3.1512 -1.0548 0.226
H -3.1572 3.5783 0.5521 0.228
H -1.1367 4.6246 0.6057 0.186
H -0.6646 3.0517 1.2916 0.191
H -3.1038 -1.2818 1.0248 0.222
H -1.9081 -2.3995 1.5936 0.242
H -2.0615 -1.6344 3.7241 0.227
H -3.4724 -0.8107 3.1737 0.225
H -2.6406 1.0979 3.8440 0.223
H -1.3117 1.0837 2.7323 0.205
H -1.5192 0.1427 5.5959 0.242
H -0.1246 -0.3655 4.6799 0.229
H 4.2280 1.6307 3.1639 0.221
H 1.0074 -0.3942 0.3024 0.247
H 0.3927 0.6987 1.4894 0.278
H -1.8562 -2.2475 -0.5031 0.258
H 2.4028 -3.4275 -1.4652 0.259
H 2.2641 -1.7053 -0.9462 0.240
H 2.6102 -2.9756 0.2040 0.249
H 0.5861 -5.2768 -1.2863 0.261
H -0.8667 -4.5456 -2.0497 0.232
H -0.9256 -5.1884 -0.4077 0.251
H 0.8519 0.6172 -1.9022 0.167
C 4.2382 0.8385 -5.1602 -0.633
C 3.7249 -0.5330 -5.5541 -0.064
O 3.2263 -1.2474 -4.4202 -0.714
H 5.0296 0.7489 -4.4156 0.217
H 4.6294 1.3748 -6.0249 0.225
H 3.4384 1.4376 -4.7141 0.188
H 4.5249 -1.1354 -5.9794 0.189
H 2.9280 -0.4463 -6.2994 0.158
H 2.5092 -0.7317 -4.0405 0.440
```

## Properties
- strongest force on any atom (eV Å⁻¹) = 3.32
- net charge = +1
- HOMO (eV) = -10.9
- orbital gap (eV) = 6.2

(2)
ORCA calculation (wB97M-V/def2-TZVPD) on C27H51NO8P2Pt as an isolated structure at a distorted geometry.

```
90
Properties=species:S:1:pos:R:3:lowdin_charge:R:1
Pt 0.8756 1.1962 -0.7068 1.135
C -1.7317 -2.1417 5.2170 -0.047
C -1.7659 -0.6282 5.3330 -0.422
C -3.1624 -0.0584 5.1974 -0.042
O -0.8102 -0.0417 4.4245 -0.162
P -0.9141 0.4032 2.9120 0.447
O 0.3980 0.8140 2.4118 -0.244
C -1.6644 -0.9897 2.0360 -0.204
P -1.5998 -0.9930 0.2429 0.478
O -0.2484 -0.8672 -0.3547 -0.321
O -2.2865 -2.3677 -0.1671 -0.180
C -1.4944 -3.4607 -0.7191 -0.441
C -0.6600 -4.0999 0.3690 -0.040
C -2.4835 -4.4122 -1.3557 -0.037
O -2.6326 0.1170 -0.1296 -0.168
C -3.2654 0.3189 -1.4305 -0.405
C -2.4066 -0.1575 -2.5819 -0.043
C -4.6323 -0.3296 -1.3878 -0.038
O -2.0608 1.4915 2.8089 -0.193
C -1.7283 2.9048 2.9965 -0.426
C -2.9148 3.5450 3.6818 -0.041
C -1.4193 3.5027 1.6476 -0.038
H -2.2217 -2.5860 6.0828 0.087
H -0.7041 -2.4981 5.1832 0.090
H -2.2552 -2.4889 4.3267 0.069
H -1.3704 -0.3453 6.3122 0.145
H -3.6024 -0.2671 4.2231 0.075
H -3.1718 1.0186 5.3444 0.068
H -3.7959 -0.5176 5.9571 0.092
H -2.7178 -1.0736 2.3091 0.082
H -1.1341 -1.8889 2.3575 0.077
H -0.8358 -3.0305 -1.4794 0.117
H -1.2990 -4.4516 1.1808 0.090
H 0.0764 -3.4008 0.7631 0.078
H -0.1181 -4.9548 -0.0361 0.092
H -3.1614 -4.8190 -0.6053 0.087
H -1.9517 -5.2384 -1.8267 0.088
H -3.0746 -3.9039 -2.1155 0.079
H -3.3575 1.4052 -1.4801 0.137
H -2.2418 -1.2355 -2.5403 0.075
H -1.4513 0.3553 -2.5954 0.058
H -2.9333 0.0617 -3.5119 0.096
H -4.5461 -1.4143 -1.3301 0.076
H -5.1836 -0.0716 -2.2921 0.087
H -5.1980 0.0217 -0.5272 0.084
H -0.8413 2.9617 3.6367 0.144
H -3.8220 3.3627 3.1060 0.091
H -2.7632 4.6219 3.7509 0.087
H -3.0560 3.1574 4.6889 0.066
H -2.2825 3.4190 0.9868 0.093
H -0.5796 2.9894 1.1834 0.052
H -1.1596 4.5569 1.7629 0.094
C -0.7479 4.5442 -2.3726 0.016
C -0.1312 3.3375 -1.7226 -0.706
O 1.0946 3.3349 -1.4429 -0.053
O -0.8519 2.3353 -1.4543 -0.138
H -0.2341 4.7503 -3.3103 0.088
H -0.6035 5.4095 -1.7250 0.089
H -1.8070 4.3925 -2.5553 0.080
C 5.8842 -1.5305 -4.0684 -0.057
C 4.4941 -1.3346 -3.5311 -0.280
C 3.4104 -1.9777 -4.1154 -0.045
C 2.1327 -1.7988 -3.6032 -0.281
C 0.9494 -2.4976 -4.2152 -0.049
C 1.9478 -0.9683 -2.5103 -0.025
C 3.0144 -0.2697 -1.9128 -0.261
C 4.2948 -0.4930 -2.4444 -0.012
N 2.7188 0.5600 -0.8456 -0.137
C 3.7526 1.3067 -0.0911 -0.610
C 4.5056 2.3204 -0.9648 -0.036
C 4.6758 0.3077 0.6172 -0.039
C 3.0570 2.1134 1.0140 -0.084
H 5.8917 -2.2417 -4.8937 0.069
H 6.5560 -1.9062 -3.2946 0.078
H 6.3012 -0.5901 -4.4331 0.079
H 3.5654 -2.6288 -4.9681 0.103
H 1.2570 -3.1726 -5.0130 0.071
H 0.2428 -1.7792 -4.6349 0.078
H 0.4100 -3.0829 -3.4676 0.060
H 0.9563 -0.8673 -2.0928 0.055
H 5.1628 -0.0108 -2.0249 0.082
H 5.1539 1.8788 -1.7162 0.061
H 5.1256 2.9500 -0.3230 0.083
H 3.7813 2.9580 -1.4702 0.077
H 5.2758 -0.2993 -0.0554 0.063
H 4.0761 -0.3623 1.2311 0.088
H 5.3555 0.8570 1.2725 0.082
H 2.4420 2.9128 0.5986 0.058
H 3.8222 2.5726 1.6420 0.086
H 2.4288 1.4785 1.6370 0.048
```

## Properties
- strongest force on any atom (eV Å⁻¹) = 2.12
- HOMO (alpha / beta) (eV) = -6.1 / -6.1
- orbital gap (alpha / beta) (eV) = 6.3 / 6.3
- ΔE to the lowest compared entry with this formula, charge and spin (kJ/mol) = 68.3

(3)
ORCA calculation (wB97M-V/def2-TZVPD) on a 3-piece molecular cluster, C12H29N5O6PS overall at a distorted geometry.

```
54
Properties=species:S:1:pos:R:3:nbo_charge:R:1
C 5.0864 -0.4098 -1.2514 -0.654
C 4.1155 -1.5485 -1.7442 0.072
O 3.3749 -2.0976 -0.6493 -0.737
C 3.1996 -1.0968 -2.9329 -0.122
O 2.7399 0.2780 -2.8054 -0.332
N 1.4395 0.3994 -3.1752 -0.245
C 0.5055 0.1526 -2.2894 0.669
N 0.6490 -0.2932 -0.9231 -0.581
C -0.1051 -1.5983 -1.0256 -0.209
C -1.4451 -0.9762 -1.6453 -0.412
P -2.3019 -2.3261 -2.6601 1.723
O -3.9028 -2.4170 -2.1261 -0.954
O -2.1771 -1.9475 -4.2884 -0.966
S -1.5328 -4.0949 -2.3554 -0.572
N -0.9387 0.2031 -2.4383 -0.551
H 5.9483 -0.3659 -1.9715 0.238
H 4.6222 0.6034 -1.1930 0.226
H 5.4851 -0.6525 -0.2309 0.226
H 4.7671 -2.3829 -2.1337 0.195
H 3.8090 -1.8884 0.1867 0.488
H 3.8383 -1.1636 -3.8604 0.217
H 2.3367 -1.7886 -3.1168 0.210
H 1.1727 0.6788 -4.1214 0.426
H 1.6505 -0.3734 -0.7202 0.414
H -0.1882 -2.2265 -0.1183 0.280
H 0.3507 -2.0445 -1.9500 0.196
H -2.0820 -0.5610 -0.8132 0.299
H -3.8658 -3.0681 -1.4030 0.524
H -2.9065 -2.4200 -4.7290 0.529
H -1.1305 0.1720 -3.4441 0.398
C -0.6550 4.5498 2.1805 0.530
O -1.2014 4.1915 3.2027 -0.619
N -0.0747 3.7208 1.2755 -0.437
C 0.5610 4.2173 0.0743 -0.395
C -0.0959 2.2899 1.5266 -0.427
H -0.5865 5.6133 1.8999 0.107
H 0.0625 3.7891 -0.8003 0.181
H 1.6133 3.9200 0.0739 0.188
H 0.4987 5.3039 0.0224 0.218
H -1.1256 1.9554 1.6014 0.251
H 0.4096 2.0869 2.4740 0.208
H 0.4009 1.7549 0.7201 0.190
C -2.1184 -0.8926 2.6045 0.535
O -1.7843 0.0090 1.8518 -0.676
N -2.6364 -0.7167 3.8367 -0.410
C -3.0126 -1.8343 4.6814 -0.401
C -2.8226 0.6390 4.3317 -0.423
H -2.0179 -1.9544 2.3244 0.100
H -4.0773 -1.7663 4.9138 0.206
H -2.4361 -1.7942 5.6078 0.206
H -2.8171 -2.7826 4.1812 0.210
H -3.4917 1.1800 3.6603 0.221
H -1.8602 1.1535 4.3505 0.228
H -3.2467 0.6209 5.3337 0.214
```

## Properties
- strongest force on any atom (eV Å⁻¹) = 5.17
- net charge = +1
- HOMO (eV) = -10.9
- orbital gap (eV) = 7.6

(4)
ORCA calculation (wB97M-V/def2-TZVPD) on an isolated molecule of C6H10O at a distorted geometry.

```
17
Properties=species:S:1:pos:R:3:nbo_charge:R:1
C 2.4169 -0.0454 -0.1805 -0.610
C 1.1825 0.7482 0.2434 -0.404
C 0.0058 -0.1519 0.6007 -0.086
O -1.1277 0.5746 1.1082 -0.519
C -2.1303 -0.1617 0.4374 -0.074
C -1.6948 -0.1769 -1.0196 -0.595
C -0.5060 -0.9670 -0.5816 0.178
H 2.2067 -0.6533 -1.0647 0.219
H 2.7466 -0.7243 0.6134 0.207
H 3.2511 0.6219 -0.4135 0.213
H 0.8734 1.4426 -0.5450 0.202
H 1.3998 1.3583 1.1271 0.222
H 0.3314 -0.8566 1.3771 0.199
H -3.1495 0.1220 0.6764 0.219
H -2.3558 -0.7167 -1.6987 0.220
H -1.4552 0.8226 -1.4003 0.234
H -1.9948 -1.2365 0.7202 0.174
```

## Properties
- strongest force on any atom (eV Å⁻¹) = 1.03
- HOMO (eV) = -8.6
- orbital gap (eV) = 8.5
- ΔE to the lowest compared entry with this formula, charge and spin (kJ/mol) = 389.1

(5)
ORCA calculation (wB97M-V/def2-TZVPD) on a 3-piece molecular cluster, C4H8N2O2 overall at a distorted geometry.

```
16
Properties=species:S:1:pos:R:3:nbo_charge:R:1
C 0.0944 1.4883 0.2881 -0.456
C 0.3087 0.2444 -0.2086 -0.302
C -2.9903 1.3229 2.2463 1.024
C -0.7856 -0.5231 -0.5706 0.113
N -1.5173 -0.0973 -1.5498 -0.721
N 3.4040 -2.2791 -0.6787 -1.084
O -2.5559 1.3754 3.3076 -0.506
O -3.5489 1.2964 1.2501 -0.518
H 0.9965 1.9253 0.7519 0.208
H -0.8756 1.9670 0.3746 0.197
H 1.3527 -0.2288 -0.2083 0.225
H -2.5153 -0.3450 -1.8446 0.396
H -1.3999 0.8656 -2.0344 0.339
H 4.0965 -1.8460 0.0389 0.363
H 3.4276 -3.2804 -0.5895 0.366
H 2.5083 -1.8857 -0.5730 0.356
```

## Properties
- strongest force on any atom (eV Å⁻¹) = 4.04
- HOMO (eV) = -8.0
- orbital gap (eV) = 8.5
- ΔE to the lowest compared entry with this formula, charge and spin (kJ/mol) = 362.5